[1]
{
  "formula": "H2NPS2",
  "method": "wB97M-V/def2-TZVPD",
  "symbols": ["N", "P", "S", "S", "H", "H"],
  "positions_angstrom": [[0.884, 0.139, -0.137], [-0.309, -2.522, -0.155], [-1.975, 1.221, 0.305], [-0.797, -0.150, -0.519], [1.095, 0.233, 0.962], [1.103, 1.079, -0.456]],
  "molar_mass_g_mol": 111.1,
  "orbital_gap_ev": [6.89, 6.52],
  "e_tot_ha": -1193.5482,
  "lumo_ev": [-1.3, -1.8],
  "multiplicity": 3,
  "e_above_lowest_ev": 1.7253
}

---

[2]
{
  "formula": "C4H3NO",
  "method": "wB97M-V/def2-TZVPD",
  "symbols": ["O", "C", "C", "C", "C", "N", "H", "H", "H"],
  "positions_angstrom": [[-1.097, 1.157, -0.660], [-0.412, 0.109, -0.079], [1.024, 0.146, -0.134], [2.229, 0.233, -0.197], [-1.103, -0.877, 0.684], [-1.660, -1.764, 1.229], [-1.167, 1.911, -0.051], [-1.112, -1.210, -0.534], [3.297, 0.295, -0.258]],
  "molar_mass_g_mol": 81.1,
  "orbital_gap_ev": [8.60, 8.60],
  "e_tot_ha": -283.9950,
  "lumo_ev": [-0.1, -0.1],
  "e_above_lowest_ev": 4.8467
}

---

[3]
{
  "formula": "C17H23N3O3",
  "method": "wB97M-V/def2-TZVPD",
  "symbols": ["C", "C", "C", "C", "C", "C", "C", "C", "C", "C", "C", "C", "C", "C", "C", "C", "C", "H", "H", "H", "H", "H", "H", "H", "H", "H", "H", "H", "H", "H", "H", "H", "H", "H", "H", "H", "H", "H", "H", "H", "N", "N", "N", "O", "O", "O"],
  "positions_angstrom": [[-1.975, -1.207, -0.573], [-2.083, 0.291, -0.504], [-0.918, -1.869, 0.430], [0.482, -1.796, -0.067], [1.534, -1.005, 0.310], [0.971, -2.862, -0.932], [2.302, -2.397, -1.281], [0.476, -4.000, -1.436], [3.153, -3.209, -2.044], [1.412, -4.851, -2.078], [2.745, -4.498, -2.342], [-0.737, 2.343, -0.521], [0.785, 2.699, -0.617], [-1.354, 2.980, 0.787], [-0.870, 2.431, 2.113], [0.531, 2.936, 2.499], [-1.901, 2.937, 3.189], [-0.668, -1.322, -2.260], [-2.227, -1.511, -2.654], [-3.029, -1.558, -0.379], [-1.307, -2.828, 0.694], [-1.060, -1.190, 1.300], [1.588, -0.239, 1.005], [3.535, -0.725, -0.474], [-0.607, -4.165, -1.436], [4.225, -3.088, -1.958], [1.057, -5.789, -2.520], [3.444, -5.282, -2.726], [-0.023, 0.334, -0.161], [-1.252, 2.779, -1.407], [-2.425, 2.817, 0.718], [-1.201, 4.047, 0.731], [-0.977, 1.341, 2.217], [0.804, 2.929, 3.524], [0.675, 3.938, 2.283], [1.297, 2.264, 1.990], [-1.975, 2.195, 3.944], [-1.548, 3.919, 3.539], [-2.889, 2.973, 2.787], [0.272, 4.463, -1.222], [-1.591, -1.718, -1.873], [2.620, -1.242, -0.467], [-0.858, 0.944, -0.584], [-3.167, 0.882, -0.369], [1.662, 1.945, -0.266], [1.071, 3.965, -0.909]],
  "molar_mass_g_mol": 317.4,
  "orbital_gap_ev": 8.30,
  "smiles": "CC(C)C[C@H](NC(=O)[C@@H](N)Cc1c[nH]c2ccccc12)C(=O)O",
  "e_tot_ha": -1051.5543,
  "lumo_ev": 0.4,
  "e_above_lowest_ev": 3.3026
}

---

[4]
{
  "formula": "C4H8O2",
  "method": "wB97M-V/def2-TZVPD",
  "symbols": ["C", "C", "O", "C", "C", "O", "H", "H", "H", "H", "H", "H", "H", "H"],
  "positions_angstrom": [[-0.769, -0.893, 1.090], [-1.325, 0.168, 0.509], [-0.642, 1.063, -0.267], [0.748, 0.995, 0.013], [1.268, -0.446, 0.148], [0.566, -1.152, 1.146], [-1.333, -1.558, 1.722], [-0.764, -0.386, -2.308], [-1.103, 0.177, -2.705], [-2.306, 0.483, 0.841], [0.904, 1.526, 0.960], [1.261, 1.517, -0.799], [2.324, -0.475, 0.429], [1.171, -1.019, -0.779]],
  "molar_mass_g_mol": 88.1,
  "orbital_gap_ev": 9.39,
  "smiles": "C1=COCCO1.[H][H]",
  "e_tot_ha": -307.5969,
  "lumo_ev": 1.0,
  "e_above_lowest_ev": 3.1449
}